(1)
77
Properties=species:S:1:pos:R:3:forces:R:3:nbo_charge:R:1 method="wB97M-V/def2-TZVPD" energy_ha=-2405.50665 smiles="S=C1NCCOCCOCCOCCNC(=S)N2CCOCCOCCN1CCOCCOCC2" spin_multiplicity=1
S 0.30128 4.43032 0.14522 0.097 0.540 -0.793 -0.324
C 0.11610 3.45007 1.47811 0.153 0.116 0.259 0.326
N -1.06381 3.35649 2.12262 0.186 -0.380 0.213 -0.619
C -2.28599 3.92616 1.61949 -0.451 -0.096 -0.240 -0.265
C -3.27034 2.83739 1.16563 0.179 0.216 0.177 -0.062
O -2.77185 1.99332 0.15912 0.073 -0.096 -0.007 -0.555
C -2.65654 2.59505 -1.12253 0.044 -0.138 -0.348 -0.118
C -2.73304 1.49785 -2.19976 -0.182 0.186 0.232 -0.076
O -1.53732 1.26824 -2.89553 0.271 -0.078 -0.241 -0.532
C -0.50057 0.65998 -2.15944 0.325 -0.168 0.019 -0.070
C 0.32737 -0.16171 -3.14568 -0.375 0.211 -0.174 -0.089
O 1.47303 -0.66746 -2.48503 -0.102 0.071 0.092 -0.560
C 2.25946 -1.53885 -3.26619 -0.034 -0.222 0.102 -0.065
C 1.68161 -2.96505 -3.34639 0.094 0.373 -0.277 -0.265
N 1.28784 -3.42815 -2.04003 0.140 0.007 0.467 -0.617
C -0.00595 -3.47093 -1.65556 -0.018 -0.349 0.118 0.327
S -1.24201 -3.39691 -2.76868 -0.702 0.095 -0.641 -0.319
N -0.27509 -3.65905 -0.33748 0.184 0.093 -0.170 -0.435
C -1.65159 -3.76053 0.08955 -0.583 0.335 0.079 -0.239
C -2.28809 -2.40467 0.39291 -0.056 -0.286 -0.259 -0.066
O -1.75702 -1.88100 1.59176 0.281 -0.165 0.149 -0.568
C -2.47198 -0.75166 2.04639 -0.003 0.178 0.237 -0.108
C -1.93156 -0.33110 3.41833 -0.324 -0.228 -0.254 -0.081
O -1.08831 0.79483 3.39711 0.171 0.236 0.107 -0.562
C 0.17074 0.59622 2.77637 0.186 -0.020 0.069 -0.077
C 1.05624 1.81670 3.07752 -0.295 -0.281 0.095 -0.250
N 1.17247 2.76643 1.99122 -0.245 0.023 0.001 -0.434
C 2.48692 2.96279 1.42431 0.397 -0.171 -0.533 -0.238
C 2.84154 1.94030 0.34764 -0.038 0.395 0.019 -0.075
O 3.08565 0.67869 0.93438 -0.112 -0.057 0.335 -0.565
C 3.58169 -0.24193 -0.01467 0.101 -0.275 -0.047 -0.109
C 3.79711 -1.60698 0.64816 0.182 0.423 -0.138 -0.081
O 2.83865 -2.57725 0.30124 -0.140 -0.281 -0.037 -0.560
C 1.54095 -2.36241 0.83109 -0.085 -0.053 0.139 -0.082
C 0.74823 -3.67395 0.68450 0.354 0.205 0.054 -0.249
H -1.18953 2.61031 2.79549 0.037 0.006 0.039 0.422
H -2.76258 4.51539 2.41022 -0.015 0.015 -0.092 0.199
H -2.03072 4.58743 0.78765 -0.097 -0.056 0.205 0.250
H -3.49472 2.17672 2.00901 -0.086 0.064 -0.011 0.177
H -4.20162 3.32027 0.83322 0.044 -0.054 0.076 0.172
H -1.70812 3.13908 -1.21490 -0.129 -0.014 0.020 0.213
H -3.47896 3.30843 -1.25849 0.003 -0.011 0.012 0.167
H -3.08611 0.57353 -1.71792 0.000 0.077 -0.059 0.176
H -3.44484 1.78474 -2.97634 -0.023 -0.032 0.113 0.193
H 0.13272 1.41687 -1.67532 -0.068 -0.036 0.033 0.177
H -0.90850 0.00151 -1.38098 0.005 -0.011 -0.007 0.164
H 0.62682 0.48275 -3.98337 0.014 -0.009 0.049 0.169
H -0.29765 -0.97382 -3.53498 0.086 0.074 0.042 0.199
H 2.39547 -1.13894 -4.27949 0.061 -0.031 0.056 0.180
H 3.23212 -1.57405 -2.76479 -0.001 0.028 -0.101 0.177
H 2.44484 -3.63207 -3.75749 -0.039 0.051 -0.051 0.201
H 0.79939 -2.99671 -3.98998 0.236 -0.054 0.086 0.249
H 1.99618 -3.31071 -1.32555 -0.002 -0.042 0.036 0.418
H -2.22307 -4.22941 -0.71577 0.077 0.029 0.261 0.253
H -1.70231 -4.38824 0.98084 0.047 0.007 0.005 0.201
H -2.10834 -1.71570 -0.44397 -0.053 -0.096 0.055 0.186
H -3.37531 -2.53826 0.49569 0.046 0.009 -0.004 0.170
H -2.38632 0.07757 1.33041 -0.038 -0.042 0.083 0.211
H -3.53794 -1.01196 2.13597 0.078 0.017 -0.010 0.169
H -1.40479 -1.19083 3.85536 -0.069 0.051 0.020 0.182
H -2.75499 -0.04335 4.07539 0.040 -0.105 -0.045 0.195
H 0.06013 0.46278 1.69419 0.025 -0.015 0.006 0.191
H 0.62894 -0.31147 3.18851 -0.020 0.028 -0.014 0.178
H 0.65991 2.30638 3.97655 0.065 -0.077 -0.003 0.210
H 2.06506 1.46672 3.28943 -0.104 0.051 0.041 0.233
H 3.22917 2.91444 2.22408 -0.030 -0.018 0.022 0.200
H 2.51213 3.95593 0.96876 0.098 -0.211 0.156 0.256
H 2.02574 1.86769 -0.38463 0.081 0.063 0.053 0.188
H 3.74380 2.28263 -0.18104 -0.041 -0.014 0.017 0.170
H 4.53552 0.13397 -0.41638 -0.071 -0.024 0.035 0.166
H 2.87178 -0.33660 -0.84579 0.116 -0.031 0.046 0.214
H 4.74895 -2.03680 0.32943 -0.035 0.091 0.075 0.195
H 3.81415 -1.46171 1.73721 0.048 -0.034 -0.056 0.181
H 1.03388 -1.54530 0.30449 -0.009 -0.011 0.028 0.194
H 1.62829 -2.08759 1.88902 0.007 -0.010 -0.034 0.179
H 0.24604 -3.88945 1.62605 0.075 -0.030 -0.086 0.228
H 1.46992 -4.47691 0.48657 -0.034 0.049 0.093 0.213

(2)
87
Properties=species:S:1:pos:R:3:forces:R:3:mulliken_charge:R:1 method="wB97M-V/def2-TZVPD" energy_ha=-3885.38070 smiles="COCCCCCCCCC[C@@H]1CCOC1=O.O=S1(=O)OCCO1.O=S1(=O)OCCO1.O=S1(=O)OCCO1.O=S1(=O)OCCO1" spin_multiplicity=1
C -0.02500 4.02312 -1.98588 1.201 0.462 -1.134 -0.364
O -1.36244 3.48107 -2.26608 1.151 -0.069 1.874 -0.446
C -1.78288 2.47374 -1.28114 -0.799 -0.721 -0.593 -0.269
C -0.98408 1.09085 -1.60280 -0.093 -1.012 -0.100 -0.048
C -0.38731 0.27826 -0.31729 1.084 -0.828 0.122 -0.040
C 0.22343 1.19793 0.88932 -1.097 1.023 0.056 0.426
C 0.96660 0.38733 2.09829 -0.778 -0.238 0.375 -0.946
C 1.82047 -0.93241 1.66542 0.177 -1.003 0.532 -0.341
C 3.34915 -0.67190 1.15695 0.817 0.063 0.099 -0.641
C 3.74268 0.87627 0.81298 1.438 0.275 -0.305 -0.631
C 3.31663 1.38414 -0.69509 -0.049 -0.121 0.763 -0.030
C 4.53377 1.37850 -1.79245 -1.312 3.292 -0.977 0.428
C 5.21062 2.90771 -1.82040 0.754 1.115 -1.143 -0.618
C 4.90876 3.55014 -3.31646 0.803 -1.279 -1.379 -0.344
O 3.67298 2.88277 -3.84112 1.095 -3.039 2.926 -0.312
C 3.67375 1.54626 -3.21727 -2.794 -4.524 -2.615 0.262
O 2.98699 0.52033 -3.72930 4.028 6.718 2.907 -0.591
H 0.69977 3.30183 -1.41762 -1.573 1.038 -1.007 -0.012
H 0.47281 4.22830 -3.05146 -1.085 -0.469 2.325 0.217
H -0.00924 5.04704 -1.41831 -0.492 -1.895 -0.858 0.249
H -1.72919 2.86201 -0.18160 0.256 -0.695 -1.979 0.206
H -2.93736 2.26142 -1.49739 2.501 0.680 0.397 0.183
H -1.74542 0.36338 -2.16453 1.773 1.590 1.274 -0.048
H -0.08543 1.24211 -2.36676 -1.970 0.124 1.685 0.154
H -1.15125 -0.50761 0.13043 1.432 1.770 -0.911 0.189
H 0.52019 -0.37570 -0.73602 -2.021 1.278 0.804 -0.006
H 0.87661 2.09372 0.44572 -1.198 -2.137 0.923 -0.037
H -0.71260 1.74619 1.39025 2.097 -1.089 -0.983 -0.080
H 0.10331 0.00922 2.83108 1.838 0.726 -1.619 0.289
H 1.60608 1.14414 2.75891 -1.255 -1.725 -1.525 0.294
H 1.90497 -1.61243 2.64382 -0.199 1.487 -2.102 0.360
H 1.27697 -1.63595 0.86962 0.892 1.872 1.762 0.098
H 4.08524 -1.03878 2.01251 -1.509 0.842 -1.767 0.329
H 3.62378 -1.33747 0.20500 -0.737 1.456 1.984 0.193
H 4.93589 0.92841 0.83950 -2.465 -0.091 0.054 0.409
H 3.39093 1.67072 1.61821 0.535 -1.914 -1.663 0.235
H 2.96848 2.51889 -0.57253 0.488 -2.618 -0.607 0.050
H 2.46518 0.68816 -1.09476 1.454 1.532 0.724 -0.255
H 5.30812 0.49796 -1.73048 -1.810 1.771 -0.402 0.452
H 6.40067 2.89868 -1.77222 -2.679 0.082 0.440 0.307
H 4.70053 3.72557 -1.11675 1.355 -2.315 -0.973 0.241
H 5.69740 3.18239 -4.13138 -1.199 1.014 2.019 0.241
H 4.81404 4.71325 -3.43053 -0.082 -2.385 0.620 0.278
O -2.56900 -1.84702 -1.76157 -0.141 -1.718 -0.315 -0.368
S -2.52671 -3.15550 -2.37577 0.224 -0.178 -0.229 0.973
O -3.07319 -4.33694 -1.74970 0.431 1.689 -0.515 -0.616
O -0.98588 -3.46371 -2.81021 -1.157 0.652 0.526 -0.238
C -0.92619 -3.69968 -4.21589 -0.835 0.105 -1.009 -0.224
C -2.08112 -2.90013 -4.81303 0.737 0.488 -0.149 -0.270
O -3.14948 -3.03281 -3.87827 0.132 -0.483 1.169 -0.357
H -1.05966 -4.77272 -4.38710 -0.192 0.489 -0.037 0.177
H 0.04243 -3.38619 -4.61436 -0.470 0.120 0.332 0.376
H -2.38045 -3.27150 -5.79602 -0.156 -0.045 0.310 0.316
H -1.82765 -1.83733 -4.88752 0.015 -0.083 -0.068 0.281
O -3.39087 0.78215 4.35884 -0.197 0.997 -1.419 -0.603
S -3.62492 1.36429 3.05597 0.155 -0.081 -0.347 1.137
O -2.96775 2.56780 2.60201 -0.615 -1.564 0.881 -0.542
O -5.23337 1.54628 2.86188 1.045 -0.319 0.482 -0.306
C -5.65900 0.81802 1.71137 -0.050 -0.173 -0.803 -0.370
C -4.67550 -0.34130 1.57566 -0.685 -0.413 0.161 -0.291
O -3.40658 0.20207 1.93258 -0.019 1.209 0.566 -0.231
H -5.60298 1.48579 0.84563 -0.018 -0.100 0.047 0.290
H -6.68873 0.47316 1.83781 0.224 0.143 0.210 0.316
H -4.64923 -0.74877 0.56223 0.275 0.182 0.145 0.300
H -4.91092 -1.14275 2.28389 -0.048 0.053 -0.106 0.264
O 1.96185 -7.07486 -5.67736 -0.467 1.252 1.554 -0.569
S 1.71999 -6.41188 -4.41518 0.406 -0.506 -0.332 0.907
O 0.92400 -5.21248 -4.29590 1.884 -2.354 -0.370 -0.332
O 3.15838 -6.15440 -3.69226 -0.865 -0.417 -0.663 -0.326
C 3.17343 -6.79945 -2.41991 -0.204 -0.082 0.733 -0.310
C 2.22554 -7.98823 -2.55411 0.695 -0.359 0.046 -0.339
O 1.14841 -7.51744 -3.36092 0.150 1.138 -0.470 -0.306
H 2.80901 -6.08720 -1.67261 0.037 -0.103 -0.024 0.276
H 4.18962 -7.10888 -2.16128 -0.138 0.123 -0.285 0.314
H 1.85806 -8.33921 -1.58688 -0.172 0.183 -0.248 0.320
H 2.70629 -8.81780 -3.08329 0.008 0.065 0.112 0.291
O -2.03292 3.89236 9.73457 -0.217 1.051 -1.561 -0.547
S -2.26697 4.47450 8.43170 0.308 0.000 0.202 1.104
O -1.60980 5.67801 7.97774 -0.641 -1.583 0.782 -0.529
O -3.87542 4.65649 8.23761 0.935 -0.330 0.366 -0.321
C -4.30105 3.92823 7.08710 0.006 -0.159 -0.694 -0.327
C -3.31755 2.76891 6.95139 -0.660 -0.348 0.092 0.126
O -2.04863 3.31228 7.30831 -0.072 1.155 0.478 -0.293
H -4.24503 4.59600 6.22136 -0.019 -0.100 0.031 0.315
H -5.33078 3.58337 7.21354 0.215 0.138 0.207 0.319
H -3.29128 2.36144 5.93796 0.247 0.178 0.284 -0.082
H -3.55297 1.96746 7.65962 -0.062 0.047 -0.099 0.264

(3)
87
Properties=species:S:1:pos:R:3:forces:R:3:mulliken_charge:R:1 method="wB97M-V/def2-TZVPD" energy_ha=-45244.18290 smiles="CC(=O)OCP(Br)CCC(N)=O.BrCCBr.BrCCBr.BrCCBr.BrCCBr.BrCCBr.BrCCBr.BrCCBr.BrCCBr" spin_multiplicity=1
C -3.20935 1.62460 -0.03093 0.392 -0.363 0.068 -0.563
C -2.22239 1.33520 1.08332 -1.120 0.433 -0.368 0.844
O -2.11437 2.06306 2.02513 0.423 0.031 0.424 -0.567
O -1.53357 0.18297 0.91819 0.300 0.387 -0.032 -0.272
C -0.32207 0.10170 1.68380 0.272 -0.264 -0.344 -0.450
P 1.19784 0.78716 0.83975 0.441 -0.527 0.583 0.257
Br 1.10982 2.98703 1.26288 -0.131 -0.251 -0.221 -0.261
C 0.85123 0.47555 -0.97711 -0.074 0.694 0.006 -0.648
C 0.89337 1.71187 -1.89841 -0.157 -0.518 -0.535 -0.851
C -0.41407 2.47391 -1.99287 -0.299 -0.244 -0.174 0.289
N -1.27698 2.07865 -3.06648 0.505 0.297 0.292 -0.545
O -0.73431 3.38830 -1.28173 0.272 0.459 -0.001 -0.542
H -4.18222 1.81597 0.41002 -0.042 -0.124 0.016 -0.094
H -2.89930 2.54148 -0.53300 0.143 -0.075 0.010 0.267
H -3.25623 0.79242 -0.73290 -0.178 0.088 -0.014 0.233
H -0.42077 0.49978 2.69275 -0.090 0.269 -0.140 0.522
H -0.10321 -0.96238 1.78252 -0.056 -0.022 -0.067 0.023
H 1.65632 -0.18267 -1.31086 0.080 0.003 0.236 0.447
H -0.06985 -0.09299 -1.12095 -0.137 0.244 0.121 0.364
H 1.72727 2.36974 -1.65418 -0.212 0.151 0.258 0.535
H 1.09591 1.33207 -2.90276 -0.003 0.044 0.033 0.267
H -1.78790 1.23433 -2.83764 0.112 -0.204 -0.240 0.259
H -1.92346 2.84837 -3.18345 -0.379 -0.166 0.078 0.362
Br 0.30085 -2.67023 -0.49000 -0.114 -0.331 -0.034 0.015
C 0.73100 -4.48030 0.07844 -0.148 0.067 -0.200 -0.579
C -0.06897 -4.87014 1.29173 0.191 -0.107 0.220 -0.686
Br 0.62012 -4.00722 2.89554 -0.142 0.030 -0.110 -0.106
H 1.80251 -4.50740 0.25318 -0.006 -0.020 0.041 0.314
H 0.48762 -5.12001 -0.76729 -0.032 -0.003 0.022 0.372
H 0.00867 -5.93994 1.47466 0.033 0.002 -0.042 0.406
H -1.11494 -4.59209 1.21225 0.010 0.019 -0.051 0.390
Br -6.04204 -0.27322 1.25219 -0.030 -0.012 0.010 -0.143
C -7.22083 1.17191 0.69561 0.040 -0.165 0.148 -0.465
C -7.90850 0.85621 -0.60454 0.156 0.200 -0.075 -0.451
Br -6.69808 1.06131 -2.11804 -0.019 -0.067 -0.001 -0.149
H -6.61358 2.07077 0.64146 -0.020 0.008 -0.041 0.392
H -7.94909 1.27497 1.49547 -0.055 -0.002 -0.038 0.243
H -8.71968 1.55517 -0.78836 -0.002 0.011 0.040 0.147
H -8.29254 -0.15628 -0.64409 -0.003 -0.011 0.058 0.387
Br 0.65769 -2.57633 6.09707 0.047 0.011 0.121 -0.130
C 1.10717 -4.36918 6.69788 -0.114 0.117 -0.202 -0.529
C 0.33142 -4.75448 7.92846 0.140 -0.087 0.146 -0.625
Br 1.03506 -3.88812 9.52483 -0.065 0.020 -0.023 -0.151
H 2.18119 -4.38752 6.85509 -0.004 -0.019 0.045 0.366
H 0.85250 -5.02384 5.86601 -0.028 -0.024 0.034 0.292
H 0.42142 -5.82200 8.11759 0.027 0.005 -0.026 0.372
H -0.71766 -4.48533 7.86336 0.009 0.031 -0.037 0.374
Br 4.52251 4.94225 -4.15948 0.043 -0.072 -0.013 -0.126
C 4.17224 3.60373 -5.52795 -0.011 0.202 0.140 -0.123
C 3.18836 2.57092 -5.05180 0.005 -0.153 -0.061 -0.647
Br 4.01760 1.31046 -3.81879 0.017 -0.026 0.040 -0.117
H 5.13236 3.17450 -5.80042 -0.109 0.017 -0.012 0.016
H 3.76746 4.15303 -6.37321 -0.041 -0.037 -0.027 0.249
H 2.83348 1.96713 -5.88449 0.032 0.012 -0.013 0.433
H 2.33859 3.00378 -4.53215 0.020 0.025 0.011 0.346
Br -11.10500 -0.11533 -1.83676 -0.127 -0.033 0.024 -0.112
C -12.52352 0.74142 -0.81509 0.054 -0.019 -0.239 -0.546
C -12.00483 1.88708 0.01119 -0.045 -0.022 0.214 -0.636
Br -11.05323 1.25795 1.58878 0.048 0.023 -0.061 -0.119
H -12.98734 -0.03297 -0.21307 0.008 0.028 0.045 0.370
H -13.23536 1.09927 -1.55566 0.008 0.042 0.019 0.340
H -12.82880 2.48653 0.39175 -0.020 -0.026 -0.020 0.358
H -11.31914 2.52420 -0.53824 -0.018 -0.018 -0.044 0.377
Br 5.17066 4.41071 -9.16637 0.063 0.006 0.030 -0.126
C 6.64487 3.26023 -9.70287 -0.188 0.030 -0.075 -0.552
C 6.67968 1.97853 -8.91324 0.221 -0.039 0.105 -0.595
Br 7.38179 2.24684 -7.11607 -0.031 -0.020 -0.072 -0.150
H 7.55273 3.84401 -9.59211 0.019 -0.032 0.033 0.373
H 6.47459 3.05105 -10.75665 0.008 -0.046 0.014 0.337
H 7.35870 1.26861 -9.38039 -0.004 0.021 -0.028 0.354
H 5.70103 1.52256 -8.80396 -0.024 0.044 -0.036 0.367
Br 3.80159 -2.22704 -0.08746 0.204 0.066 0.016 -0.080
C 5.13872 -1.07897 -0.91461 -0.209 -0.013 0.014 -0.191
C 5.79052 -1.74080 -2.09878 0.221 0.005 0.010 -0.682
Br 7.08392 -3.08837 -1.55071 -0.073 -0.018 -0.030 -0.178
H 5.84680 -0.81240 -0.13692 0.040 -0.013 -0.030 0.427
H 4.59599 -0.18867 -1.22860 0.011 -0.003 -0.014 -0.074
H 6.35768 -1.01336 -2.67624 -0.021 0.031 0.029 0.374
H 5.07524 -2.23776 -2.74615 -0.041 0.022 0.023 0.407
Br 6.82067 -2.20923 8.55765 -0.013 0.071 0.000 -0.142
C 5.57003 -1.28085 9.72532 0.115 -0.191 0.029 -0.561
C 4.14154 -1.53891 9.32709 -0.125 0.214 -0.070 -0.548
Br 3.63857 -0.52392 7.74584 0.051 -0.081 0.024 -0.107
H 5.83080 -0.22821 9.69062 -0.042 0.011 -0.021 0.375
H 5.76376 -1.67015 10.72261 -0.041 -0.011 -0.004 0.356
H 3.46224 -1.20743 10.10974 0.035 -0.004 0.026 0.342
H 3.94945 -2.58325 9.10406 0.032 -0.012 0.028 0.279

Results for highest occupied orbital energy: -7.89; -9.32; -8.14 (in eV, following the order of the records).
Results for orbital gap: 0.313; 0.353; 0.312 (in Ha, following the order of the records).